1.
The following is a DFT calculation (ωB97M-V/def2-TZVPD) of an isolated molecule of C4H8O2.

The HOMO-LUMO gap comes out at 10.468 eV. The SMILES is C[C@H](C=O)CO. The highest occupied orbital energy comes out at -9.8 eV.

Structure (XYZ):
```
14
Properties=species:S:1:pos:R:3:mulliken_charge:R:1
C 0.14007 1.44544 -0.53618 -1.47
C 0.00886 0.16331 0.27825 0.75
C 1.27791 -0.15437 1.04040 -0.23
O 2.31182 0.46150 0.92570 -0.49
C -0.32878 -1.06701 -0.59628 -0.78
O -1.01237 -2.08152 0.10685 -0.51
H 0.68290 2.20891 0.02616 0.37
H -0.84583 1.84150 -0.80038 0.39
H 0.69704 1.27007 -1.46248 0.33
H -0.79962 0.25932 1.01860 0.24
H 1.21749 -1.04393 1.70197 0.37
H -0.88895 -0.73846 -1.48310 0.33
H 0.59790 -1.52780 -0.95881 0.36
H -1.92144 -1.77216 0.25287 0.33
```

***

2.
The following is a DFT calculation (ωB97M-V/def2-TZVPD) of a cluster of 2 separate species, CClO4S in total.

The HOMO-LUMO gap (spin up / spin down) comes out at 4.331 / 4.190 eV. The highest occupied orbital energy (spin up / spin down) comes out at -4.4 / -4.3 eV. As for the charge: -1.

Structure (XYZ):
```
7
Properties=species:S:1:pos:R:3:mulliken_charge:R:1
C 0.38664 0.05297 0.93710 0.35
O -0.89923 -1.10173 -1.07741 -0.47
O 1.38677 0.51632 0.56948 -0.04
O -1.28662 1.35215 -0.57523 -0.51
O -2.29016 -0.43103 0.73439 -0.57
S -1.18799 -0.05987 -0.12766 1.11
Cl 3.89058 -0.32881 -0.46067 -0.87
```

***

3.
The following is a DFT calculation (ωB97M-V/def2-TZVPD) of a cluster of 2 separate species, C6H10 in total.

The HOMO-LUMO gap comes out at 6.441 eV. The highest occupied orbital energy comes out at -7.2 eV.

Structure (XYZ):
```
16
Properties=species:S:1:pos:R:3:mulliken_charge:R:1
C 1.42405 -0.30697 1.27838 -0.53
C 0.27651 0.29554 1.85398 -0.38
C -1.07438 -0.87712 -3.01801 -0.83
C -0.82515 -0.32265 -1.84334 0.00
C 0.29609 -0.56344 -0.93563 -0.05
C 0.32514 0.16326 0.17357 -0.30
H 2.42163 0.10871 1.17698 0.23
H -0.13947 2.37573 3.83070 -0.13
H 1.41367 -1.40295 1.19844 0.22
H -0.68080 2.88536 3.89458 0.13
H 0.06655 1.19633 -0.05772 0.40
H -1.95080 -0.55137 -3.55561 0.25
H -0.45564 -1.61504 -3.50377 0.27
H -1.59068 0.33865 -1.44815 0.28
H 0.95634 -1.33535 -1.32300 0.35
H -0.46306 -0.38869 2.27859 0.11
```

***

4.
The following is a DFT calculation (ωB97M-V/def2-TZVPD) of a structure of composition C30H42Br30F8N.

The HOMO-LUMO gap comes out at 6.513 eV. The highest occupied orbital energy comes out at -11.4 eV. As for the charge: +1.

Structure (XYZ):
```
111
Properties=species:S:1:pos:R:3:mulliken_charge:R:1
C 4.82776 -3.46116 0.98560 -0.38
C 3.34535 -3.15673 0.45453 -0.61
C 3.47822 -2.64107 -1.05688 -0.23
C 3.95122 -1.10190 -1.20346 0.27
C 3.28758 -0.55303 -2.57652 -0.58
C 2.28039 0.65059 -2.30080 -1.09
C 1.07801 0.29932 -1.28139 0.44
C -0.33636 0.24142 -2.02378 -1.82
C -1.43190 1.25472 -1.47762 0.55
C -0.73335 2.70178 -1.72898 -1.13
C -0.31900 3.46957 -0.38509 -0.51
C 1.13359 4.09534 -0.40565 0.78
F 1.60693 4.44786 -1.66148 -0.26
F 2.03412 3.28780 0.31453 -0.22
F 1.05953 5.30747 0.32995 -0.30
C -2.69280 1.34343 -2.48781 -0.75
C -3.50497 0.01545 -2.80812 0.20
F -2.71260 -0.99585 -3.47147 -0.30
C -4.73821 0.28664 -3.82223 -0.29
C -5.80771 -0.88170 -3.55945 -1.13
C -3.73696 2.18631 -1.56701 -0.86
C -3.34181 1.50290 -0.18840 -0.16
N -2.11773 1.01306 -0.17646 1.12
C -1.70792 0.31841 1.05750 0.47
F -2.49471 0.67979 2.17200 -0.21
F -0.39090 0.53105 1.43495 -0.25
C -1.89438 -1.26550 0.88514 0.00
F -3.11953 -1.54628 0.24997 -0.27
F -0.78659 -1.86122 0.28189 -0.14
H 4.82000 -4.28529 1.76159 0.37
H 5.23447 -2.47520 1.38100 -0.28
H 5.41502 -3.85102 0.09504 0.19
H 2.79496 -4.16094 0.39987 0.31
H 2.72761 -2.49025 1.13373 0.24
H 2.45383 -2.79272 -1.54110 0.22
H 4.22718 -3.24612 -1.65791 0.17
H 3.55848 -0.56007 -0.28086 0.30
H 5.08019 -0.99316 -1.20391 -0.27
H 2.71823 -1.35822 -3.13534 -0.06
H 4.12553 -0.16647 -3.25430 0.40
H 1.87249 1.11699 -3.26408 0.44
H 2.89879 1.48038 -1.80361 0.23
H 1.24466 -0.70270 -0.76708 -0.03
H 1.10602 1.11357 -0.49391 0.11
H -0.68262 -0.84674 -2.06422 0.54
H -0.15045 0.52949 -3.11727 0.66
H -1.42390 3.41940 -2.29419 0.75
H 0.17581 2.58791 -2.41386 0.33
H -0.41315 2.85977 0.56210 0.09
H -1.03875 4.34970 -0.26159 0.28
H -2.47229 1.80479 -3.49703 0.49
H -3.96225 -0.50029 -1.90751 0.00
H -5.16921 1.32713 -3.72044 0.42
H -4.30299 0.08300 -4.86135 0.13
H -6.22153 -0.76720 -2.49704 0.27
H -6.63530 -0.91472 -4.33535 0.40
H -5.30015 -1.90704 -3.58519 0.25
H -3.39547 3.27052 -1.47326 0.32
H -4.84113 2.02921 -1.73559 0.56
H -4.16832 1.49431 0.57985 0.47
H -1.95656 -1.69619 1.94152 0.35
C -3.55272 4.07341 5.10907 -0.32
Br -1.61969 4.20128 5.17352 -0.03
Br -4.36170 5.73467 4.53199 -0.01
Br -4.14754 2.57009 4.03221 -0.04
H -3.89304 3.88655 6.12489 0.35
C -4.31929 8.86370 1.92161 -0.36
Br -4.15401 10.08469 0.42618 -0.04
Br -3.21795 7.28511 1.68827 0.02
Br -3.96506 9.74172 3.61271 0.01
H -5.35364 8.52958 1.94699 0.36
C 7.91293 -0.45598 1.07409 -0.30
Br 7.52070 -1.65259 -0.39854 -0.03
Br 6.44293 -0.33630 2.33791 -0.06
Br 9.57504 -0.92302 1.95338 -0.04
H 8.04576 0.53544 0.64827 0.39
C -4.89016 -4.27806 4.79985 -0.19
Br -6.55150 -5.22157 4.47874 -0.03
Br -4.94525 -3.25709 6.44540 0.00
Br -3.36108 -5.46965 4.74478 -0.03
H -4.76709 -3.56633 3.98773 0.23
C -0.99701 -2.44676 -6.38590 -0.41
Br 0.26399 -1.65567 -5.14239 0.11
Br -2.28794 -1.14584 -7.01757 -0.03
Br -0.10901 -3.34566 -7.86200 -0.10
H -1.55127 -3.20516 -5.83809 0.48
C -4.43849 -3.24723 -10.04521 0.06
Br -3.87461 -3.52283 -11.87816 0.00
Br -5.15682 -1.46729 -9.77329 -0.03
Br -5.67458 -4.61925 -9.45683 0.00
H -3.55036 -3.33017 -9.42262 -0.05
C -0.88299 -0.98473 7.30418 -0.42
Br 1.04855 -0.89389 7.42441 0.05
Br -1.66758 0.68721 6.71914 0.06
Br -1.46326 -2.47259 6.20471 0.05
H -1.25115 -1.17069 8.31037 0.31
C 4.03185 -4.34189 -5.06425 -0.39
Br 2.47626 -4.19433 -6.21057 0.04
Br 4.79324 -2.59642 -4.68687 0.02
Br 3.63922 -5.33692 -3.44804 -0.02
H 4.78312 -4.90804 -5.60956 0.39
C 6.66171 -0.80610 6.43067 -0.34
Br 7.33703 -2.42951 5.62056 -0.01
Br 4.73500 -0.68933 6.23828 0.05
Br 7.18917 -0.64897 8.28854 -0.04
H 7.10705 0.03265 5.90059 0.37
C 3.59138 1.58749 9.55850 -0.06
Br 1.83333 1.62769 10.37603 -0.03
Br 3.80188 2.98831 8.23550 0.00
Br 5.00268 1.63147 10.88532 -0.03
H 3.67745 0.63850 9.03332 0.08
```

***

5.
The following is a DFT calculation (ωB97M-V/def2-TZVPD) of a structure of composition C31H34BrInN7O3Se2.

The HOMO-LUMO gap comes out at 7.115 eV. The highest occupied orbital energy comes out at -10.7 eV. As for the charge: +1.

Structure (XYZ):
```
79
Properties=species:S:1:pos:R:3:mulliken_charge:R:1
In 1.18345 0.28239 0.16022 0.92
C 3.55425 -2.08806 2.82611 -0.65
C 2.78833 -0.97658 3.56059 0.37
C 3.25930 -0.48488 4.76143 -0.74
C 2.65516 0.60190 5.36872 -0.90
C 1.54706 1.17833 4.73407 -1.11
C 1.12605 0.62292 3.52299 0.21
N 1.78685 -0.39790 2.89453 0.41
C -0.14162 1.12111 2.94863 1.62
C -1.05712 1.68579 3.82675 -1.14
C -2.30449 1.99621 3.28891 -1.01
C -2.45949 2.10388 1.95163 -0.73
C -1.40925 1.74796 1.08404 1.10
N -0.27250 1.19723 1.58164 0.06
C -1.46831 1.96205 -0.36872 0.60
C -2.41249 2.87663 -0.87754 -1.16
C -2.51625 2.97555 -2.25236 -0.77
C -1.74777 2.13757 -3.05391 -0.95
C -0.78777 1.28070 -2.48755 0.55
C -0.00865 0.27751 -3.28465 -0.97
N -0.67192 1.22750 -1.12373 0.29
H 3.98946 -1.69718 1.91093 -0.48
H 4.26962 -2.55516 3.52654 0.48
H 2.91300 -2.89536 2.52547 0.37
H 4.05464 -0.95569 5.36632 0.39
H 3.04117 1.10679 6.21827 0.48
H 0.94154 1.96184 5.15610 0.63
H -0.89761 1.62429 4.93768 0.39
H -3.17078 2.15073 3.92025 0.42
H -3.43935 2.27874 1.48516 0.24
H -3.03199 3.39171 -0.17033 0.77
H -3.22144 3.71575 -2.61691 0.50
H -1.83516 2.10012 -4.11912 0.56
H -0.02367 0.40861 -4.35332 0.50
H 1.02697 0.26215 -2.98505 -0.26
H -0.38731 -0.69798 -3.03700 0.30
O 4.73496 0.92291 -3.19404 -0.59
C 4.12044 -0.27491 -2.71967 0.42
C 4.55326 -0.69089 -1.34251 2.15
C 6.10800 -1.02413 -1.44779 -1.14
O 6.95794 0.15440 -1.48931 -0.58
C 3.87699 -1.93477 -0.73679 -1.91
Se 1.78669 -2.10621 -0.63830 -0.17
C 4.56502 0.49251 -0.35316 -1.77
Se 3.10745 1.89568 -0.43937 -0.24
H 4.15444 1.59450 -2.80705 0.38
H 4.39143 -1.12603 -3.44355 0.42
H 3.06683 -0.13914 -2.75352 -0.90
H 6.17694 -1.62800 -2.39712 0.44
H 6.44905 -1.58217 -0.62702 0.52
H 6.65848 0.48412 -2.33038 0.38
H 4.31249 -2.11446 0.25221 0.56
H 3.99506 -2.82694 -1.27935 0.56
H 5.56130 0.99806 -0.47223 0.60
H 4.50797 0.10899 0.64232 0.49
O -5.95786 0.22047 -5.90070 -0.52
C -5.82666 -0.05158 -4.58995 0.88
C -5.60312 -1.33961 -4.16516 -0.52
C -5.40863 -1.53452 -2.79430 -0.46
N -5.36769 -0.58538 -1.92605 -0.35
C -5.64477 0.62718 -2.35313 0.07
Br -5.91802 1.91340 -0.96485 -0.16
C -5.89486 0.98497 -3.67254 -0.42
H -6.20523 -0.51317 -6.46634 0.33
H -5.71964 -2.07930 -4.93539 0.36
H -5.32814 -2.56117 -2.35912 0.37
H -6.11744 1.97514 -4.00270 0.47
N -1.48724 -2.16117 4.10893 -0.41
C -1.86090 -1.81534 2.80117 0.28
C -0.96233 -1.92210 1.69306 -0.38
N -1.31138 -1.53005 0.49970 -0.06
C -2.58089 -1.06177 0.35625 -0.66
C -3.37702 -1.00161 1.40199 -0.42
N -3.06749 -1.28841 2.66996 -0.63
H -0.64749 -2.73573 4.18341 0.24
H -2.30496 -2.40233 4.62345 0.29
H -0.02739 -2.40764 1.83420 0.53
H -2.95350 -0.84035 -0.62071 0.67
H -4.38406 -0.62060 1.32865 0.59
```

***

no.,E_tot (eV)
1,-8372.0432
2,-32583.6718
3,-6376.6489
4,-2156282.0146
5,-255176.5324